w:
An isolated molecule of CH3N2OP. Source: the OMol25 dataset; level of theory: wB97M-V/def2-TZVPD.

```
! wB97M-V def2-TZVPD RIJCOSX def2/J DEFGRID3
* xyz 0 1
O -0.706 -3.586 0.529
P -1.508 -2.632 -0.219
N -0.658 -1.213 -0.280
C 0.218 -0.154 -0.002
N -0.921 0.162 -0.827
H 1.187 -0.235 -0.569
H 0.284 0.336 1.009
H -1.550 0.514 -0.177
*
```

As for the HOMO-LUMO gap: 10.4389 eV. The LUMO energy is 0.29 eV.



x:
An isolated molecule of CH3N2OP. Source: the OMol25 dataset; level of theory: wB97M-V/def2-TZVPD.

```
! wB97M-V def2-TZVPD RIJCOSX def2/J DEFGRID3
* xyz 0 1
C -1.325 -0.080 -0.465
N 1.036 1.531 -0.093
N 1.690 0.727 0.337
O -0.306 -0.995 -0.562
P 1.078 -1.129 0.312
H -1.229 0.674 0.240
H -1.631 0.135 -1.502
H 0.687 -0.864 1.733
*
```

As for the HOMO-LUMO gap (spin up / spin down): 8.2883 / 7.6135 eV. The LUMO energy (spin up / spin down) is -0.13 / 0.15 eV.



What should be chosen as the most stable of them? Choose w.